# 1
# C32H44N3O11P2PbS

A structure of composition C32H44N3O11P2PbS (the ωB97M-V functional and the def2-TZVPD basis, the OMol25 dataset).

Geometry as XYZ:
```
94
C32H44N3O11P2PbS | the OMol25 dataset | the ωB97M-V functional and the def2-TZVPD basis
Pb 0.612 -1.069 -0.742
O 5.550 -0.854 5.649
N 4.389 -1.102 5.405
O 3.530 -1.241 6.256
C 3.971 -1.095 3.971
C 4.964 -0.903 3.090
C 4.700 -0.818 1.692
C 5.725 -0.593 0.756
C 5.412 -0.477 -0.569
C 4.067 -0.580 -0.944
N 3.095 -0.795 -0.080
C 3.390 -0.923 1.229
C 2.319 -1.181 2.172
N 1.063 -1.336 1.679
C 0.068 -1.613 2.500
C 0.253 -1.733 3.874
C 1.502 -1.558 4.401
C 2.594 -1.274 3.550
H 5.976 -0.799 3.452
H 6.750 -0.509 1.100
H 6.171 -0.306 -1.321
H 3.774 -0.487 -1.987
H -0.907 -1.742 2.045
H -0.590 -1.966 4.513
H 1.659 -1.649 5.459
C -3.502 -2.122 -3.103
C -4.022 -1.486 -1.838
C -5.509 -1.211 -1.871
O -3.320 -0.194 -1.689
P -2.729 0.295 -0.325
O -1.667 -0.566 0.260
C -2.217 1.969 -0.787
P -0.673 2.498 -0.021
O 0.437 1.551 -0.276
O -0.264 3.907 -0.578
C -1.019 5.097 -0.982
C -1.497 4.919 -2.410
C -2.134 5.480 -0.027
O -1.151 2.626 1.477
C -0.342 2.856 2.682
C -0.059 4.333 2.864
C 0.921 2.013 2.699
O -3.920 0.499 0.683
C -4.046 -0.260 1.932
C -3.248 0.438 3.013
C -5.521 -0.344 2.241
H -4.094 -3.009 -3.336
H -2.460 -2.420 -2.984
H -3.592 -1.415 -3.931
H -3.759 -2.109 -0.979
H -5.756 -0.604 -2.744
H -5.832 -0.679 -0.977
H -6.055 -2.154 -1.938
H -3.038 2.635 -0.526
H -2.078 1.973 -1.870
H -0.259 5.873 -0.960
H -2.340 4.225 -2.465
H -0.689 4.550 -3.043
H -1.831 5.881 -2.801
H -2.855 4.672 0.107
H -2.668 6.336 -0.443
H -1.750 5.764 0.949
H -1.004 2.518 3.476
H 0.528 4.717 2.025
H 0.520 4.473 3.779
H -0.982 4.905 2.954
H 1.663 2.394 1.992
H 0.697 0.979 2.434
H 1.344 2.042 3.704
H -3.643 -1.259 1.763
H -3.665 1.428 3.212
H -2.205 0.551 2.707
H -3.284 -0.149 3.935
H -5.931 0.654 2.413
H -5.671 -0.944 3.140
H -6.067 -0.812 1.421
C 4.058 -2.391 -6.309
C 3.184 -2.781 -5.145
C 1.797 -2.695 -5.230
C 0.987 -3.068 -4.166
C 1.571 -3.536 -2.994
C 2.955 -3.632 -2.889
C 3.749 -3.260 -3.962
S 0.554 -3.940 -1.590
O -0.638 -3.076 -1.740
O 0.299 -5.343 -1.553
O 1.345 -3.401 -0.446
H 3.523 -1.749 -7.008
H 4.387 -3.278 -6.857
H 4.954 -1.866 -5.974
H 1.343 -2.335 -6.148
H -0.091 -3.002 -4.236
H 3.397 -4.007 -1.972
H 4.829 -3.351 -3.887
```

Results
lowest unoccupied orbital energy = -3.57 eV
F_max = 0.8 eV Å⁻¹
energy above the lowest of the compared OMol25 structures with the same formula, charge and spin = 0.0 kJ/mol
net charge = +1
molecular weight = 947.929 g mol⁻¹

***

# 2
# C2H9N

A cluster of 2 separate species, C2H9N in total (the ωB97M-V functional and the def2-TZVPD basis, the OMol25 dataset).

Geometry as XYZ:
```
12
C2H9N | the OMol25 dataset | the ωB97M-V functional and the def2-TZVPD basis
C 2.849 1.915 2.539
H 1.806 2.249 2.652
H 3.342 2.314 3.408
H 2.822 0.863 2.272
H 3.246 2.446 1.664
C -1.508 -1.503 -1.614
N -2.803 -1.637 -2.288
H -1.437 -0.648 -0.933
H -1.145 -2.382 -1.080
H -0.742 -1.267 -2.354
H -2.933 -0.730 -2.725
H -3.497 -1.619 -1.540
```

Results
2S+1 = 2
lowest unoccupied orbital energy (spin up / spin down) = 3.81 / 4.35 eV
F_max = 1.9 eV Å⁻¹
energy above the lowest of the compared OMol25 structures with the same formula, charge and spin = 24.6 kJ/mol
net charge = -1
molecular weight = 47.101 g mol⁻¹

***

# 3
# C2H5ClN2O

The molecule C2H5ClN2O (the ωB97M-V functional and the def2-TZVPD basis, the OMol25 dataset).

Geometry as XYZ:
```
11
C2H5ClN2O | the OMol25 dataset | the ωB97M-V functional and the def2-TZVPD basis
C 0.362 -0.547 0.404
C -0.632 -1.529 -0.226
N -0.142 0.697 0.137
N 0.734 1.769 0.321
O 1.333 -0.655 1.117
Cl 1.871 2.004 -1.026
H -0.236 -2.515 -0.257
H -1.480 -1.528 0.457
H -0.848 -1.062 -1.149
H -1.008 0.838 -0.235
H 0.047 2.527 0.457
```

Results
SMILES string = CC(=O)NNCl
lowest unoccupied orbital energy = 0.40 eV
F_max = 4.0 eV Å⁻¹
energy above the lowest of the compared OMol25 structures with the same formula, charge and spin = 167.5 kJ/mol
net charge = 0
molecular weight = 108.528 g mol⁻¹

***

# 4
# C6H11N

The ion C6H11N with charge +1 (the ωB97M-V functional and the def2-TZVPD basis, the OMol25 dataset).

Geometry as XYZ:
```
18
C6H11N | the OMol25 dataset | the ωB97M-V functional and the def2-TZVPD basis
C 1.085 0.520 0.157
C 2.071 1.305 0.739
N 3.276 0.841 1.078
C 0.020 0.930 -0.746
C -1.313 0.234 -0.636
C -1.540 -0.899 0.037
C -2.568 -1.902 -0.346
H 0.986 -0.446 0.653
H 1.962 2.350 0.945
H 4.124 1.301 0.774
H 3.358 -0.099 1.450
H -0.170 2.015 -0.688
H 0.374 0.878 -1.788
H -2.182 0.716 -1.072
H -0.828 -1.225 0.796
H -2.176 -2.847 -0.719
H -3.236 -1.470 -1.093
H -3.243 -2.202 0.461
```

Results
2S+1 = 2
lowest unoccupied orbital energy (spin up / spin down) = -4.65 / -7.07 eV
F_max = 2.1 eV Å⁻¹
energy above the lowest of the compared OMol25 structures with the same formula, charge and spin = 177.6 kJ/mol
net charge = +1
molecular weight = 97.161 g mol⁻¹

***

# 5
# C4H13N2O

A cluster of 2 separate species, C4H13N2O in total (the ωB97M-V functional and the def2-TZVPD basis, the OMol25 dataset).

Geometry as XYZ:
```
20
C4H13N2O | the OMol25 dataset | the ωB97M-V functional and the def2-TZVPD basis
N -0.496 3.183 0.810
C -1.036 1.825 1.159
O -1.719 1.209 0.203
H -0.141 3.106 -0.140
H -1.282 3.823 0.735
H -0.117 1.251 1.475
H -1.597 2.018 2.109
C 1.709 -1.655 0.026
N 0.538 -1.651 -0.832
C -0.658 -1.852 -0.031
C 0.457 -0.381 -1.537
H 1.725 -2.568 0.621
H 1.719 -0.798 0.714
H 2.613 -1.629 -0.586
H -1.549 -1.769 -0.653
H -0.675 -2.870 0.375
H -0.774 -1.119 0.772
H -0.481 -0.321 -2.084
H 1.278 -0.292 -2.258
H 0.485 0.490 -0.877
```

Results
lowest unoccupied orbital energy = 3.97 eV
F_max = 0.5 eV Å⁻¹
energy above the lowest of the compared OMol25 structures with the same formula, charge and spin = 101.3 kJ/mol
net charge = -1
molecular weight = 105.161 g mol⁻¹

***

# 6
# C6H5ClN2

A structure of composition C6H5ClN2 (the ωB97M-V functional and the def2-TZVPD basis, the OMol25 dataset).

Geometry as XYZ:
```
14
C6H5ClN2 | the OMol25 dataset | the ωB97M-V functional and the def2-TZVPD basis
C 2.054 -2.454 -2.708
C 0.026 -2.076 -1.149
C -0.282 -1.084 -0.184
C 1.222 -2.025 -1.784
C 1.597 -0.247 -1.134
C 0.513 1.241 0.537
N 2.925 -2.690 -3.421
N 0.569 -0.005 -0.351
Cl 2.865 0.783 -1.574
H -0.589 -2.920 -1.114
H -1.153 -0.862 0.371
H 1.503 1.591 0.611
H -0.100 2.138 0.170
H 0.182 1.009 1.580
```

Results
lowest unoccupied orbital energy = 0.46 eV
F_max = 8.7 eV Å⁻¹
energy above the lowest of the compared OMol25 structures with the same formula, charge and spin = 303.5 kJ/mol
net charge = 0
molecular weight = 140.573 g mol⁻¹

***

Repeat the third record exactly.
# C2H5ClN2O

The molecule C2H5ClN2O (the ωB97M-V functional and the def2-TZVPD basis, the OMol25 dataset).

Geometry as XYZ:
```
11
C2H5ClN2O | the OMol25 dataset | the ωB97M-V functional and the def2-TZVPD basis
C 0.362 -0.547 0.404
C -0.632 -1.529 -0.226
N -0.142 0.697 0.137
N 0.734 1.769 0.321
O 1.333 -0.655 1.117
Cl 1.871 2.004 -1.026
H -0.236 -2.515 -0.257
H -1.480 -1.528 0.457
H -0.848 -1.062 -1.149
H -1.008 0.838 -0.235
H 0.047 2.527 0.457
```

Results
SMILES string = CC(=O)NNCl
lowest unoccupied orbital energy = 0.40 eV
F_max = 4.0 eV Å⁻¹
energy above the lowest of the compared OMol25 structures with the same formula, charge and spin = 167.5 kJ/mol
net charge = 0
molecular weight = 108.528 g mol⁻¹

***

F_max of number 1 (C32H44N3O11P2PbS)?
0.8 eV Å⁻¹

***

The lowest molecular weight belongs to which entry?
C2H9N